No. 1
109
Properties=species:S:1:pos:R:3:forces:R:3:lowdin_charge:R:1 method="wB97M-V/def2-TZVPD" lumo_ha=0.01533 energy_ev=-75809.8698 orbital_gap_ev=9.4
C -2.8544 -1.8514 2.8049 -0.3 -0.2 0.2 -0.027
C -3.5391 -2.2541 1.4806 0.1 -0.3 0.2 -0.385
O -2.7722 -3.3213 0.9192 0.0 0.2 0.1 -0.056
C -3.7835 -1.0841 0.5289 -0.2 0.2 -0.2 -0.138
O -2.7254 -0.1465 0.2992 0.0 -0.2 -0.1 -0.039
C -1.5737 -0.5800 -0.3830 -0.1 -0.1 0.4 -0.553
O -0.7403 -1.3098 0.4876 -0.2 0.5 -0.2 0.032
C -0.8742 0.6489 -0.9927 0.1 0.2 -0.1 -0.116
C -0.0350 -0.0226 -2.0877 -0.3 -0.6 0.0 -0.693
I 0.8663 1.2200 -3.5295 0.0 0.1 0.1 0.917
C -1.0764 -1.0083 -2.6465 -0.7 -0.6 -1.0 -0.499
O -1.2792 -1.3888 -3.7965 0.5 0.5 1.6 0.024
N -1.8135 -1.4135 -1.5463 0.3 0.6 -0.4 0.184
H -1.9500 -2.4619 2.9476 -0.3 0.3 -0.1 0.071
H -2.6095 -0.7826 2.8397 0.1 -0.3 -0.1 0.084
H -3.5291 -2.0615 3.6505 0.2 0.1 -0.3 0.063
H -4.5551 -2.6307 1.7143 0.3 0.1 -0.2 0.141
H -3.0961 -3.5328 0.0352 -0.3 0.0 0.2 0.023
H -4.5957 -0.4799 0.9629 0.3 -0.1 -0.2 0.139
H -4.1502 -1.4529 -0.4435 0.0 0.0 0.3 0.104
H -0.7076 -0.8204 1.3253 0.2 -0.1 -0.1 0.062
H -1.6351 1.2750 -1.4851 0.2 -0.2 0.3 0.128
H -0.3281 1.2672 -0.2650 -0.1 -0.4 -0.2 0.133
H 0.7527 -0.6493 -1.6467 -0.1 0.3 -0.1 0.093
H -2.6688 -1.9259 -1.6819 0.0 -0.1 0.0 0.113
C 0.9881 -3.5051 3.1119 0.0 -0.1 -0.1 -0.066
C 0.9240 -2.0573 3.0151 0.1 0.0 0.1 -0.259
N 0.9097 -0.9099 2.9674 -0.1 0.2 0.1 0.143
H 1.9807 -3.8151 3.4318 0.0 0.0 0.0 0.054
H 0.2572 -3.8638 3.8344 0.0 0.0 0.1 0.053
H 0.7821 -3.9601 2.1445 0.0 0.1 0.0 0.091
C 2.3403 3.0397 -7.8234 0.1 -0.1 -0.2 -0.056
C 2.4476 3.1830 -6.3821 0.1 0.1 0.1 -0.284
N 2.5490 3.3372 -5.2483 0.0 -0.1 0.0 0.074
H 2.6268 2.0361 -8.1330 0.0 0.0 0.1 0.069
H 1.3241 3.2184 -8.1615 0.0 0.0 0.1 0.028
H 2.9937 3.7547 -8.3229 0.0 0.0 0.1 0.052
C -2.9677 -5.3523 -2.9780 0.1 -0.1 -0.1 -0.044
C -3.8696 -4.5316 -2.1846 0.0 0.0 0.0 -0.244
N -4.5744 -3.8818 -1.5514 0.1 0.0 0.0 0.160
H -2.3566 -5.9699 -2.3221 0.0 0.0 0.0 0.090
H -3.5400 -5.9966 -3.6427 0.0 0.0 0.0 0.088
H -2.3157 -4.7137 -3.5729 0.0 0.0 0.0 0.088
C -2.5869 -2.5313 6.4788 -0.2 0.2 0.1 -0.072
C -1.5301 -3.5231 6.3725 0.0 0.1 0.0 -0.267
N -0.6859 -4.2961 6.2961 0.0 -0.2 -0.1 0.135
H -2.9109 -2.4318 7.5151 0.0 0.0 -0.1 0.028
H -2.2359 -1.5623 6.1258 0.1 0.0 0.0 0.083
H -3.4483 -2.8199 5.8801 0.0 -0.1 0.0 0.075
C 1.9462 -7.4522 5.1315 0.0 -0.1 0.1 -0.078
C 2.4698 -6.7161 3.9910 0.0 0.1 0.0 -0.280
N 2.8569 -6.1099 3.0970 0.1 -0.1 -0.1 0.132
H 2.5806 -7.2813 5.9998 -0.1 0.1 0.0 0.070
H 0.9382 -7.1044 5.3531 0.0 0.0 0.1 0.076
H 1.9196 -8.5178 4.9099 0.0 0.0 0.0 0.078
C -2.0742 3.6345 -8.0248 -0.1 0.0 0.0 -0.054
C -0.9817 4.1792 -8.8174 0.1 -0.1 0.0 -0.266
N -0.0853 4.5686 -9.4183 -0.1 0.2 -0.1 0.153
H -2.9282 3.4192 -8.6642 0.0 0.0 0.0 0.085
H -1.7531 2.7103 -7.5454 0.0 0.0 0.0 0.087
H -2.3753 4.3465 -7.2586 0.0 0.0 0.0 0.080
C 2.8111 6.8036 -9.4361 -0.1 0.1 0.0 -0.105
C 3.9055 5.8677 -9.6407 0.0 0.1 -0.1 -0.298
N 4.7727 5.1312 -9.8006 0.0 -0.1 0.1 0.116
H 2.6027 6.8977 -8.3741 0.0 0.0 0.0 0.010
H 3.0637 7.7907 -9.8181 0.1 0.0 0.0 0.080
H 1.9062 6.4585 -9.9336 0.0 -0.1 0.0 0.060
C 1.9715 1.0706 5.7254 0.0 0.0 -0.3 -0.069
C 1.8706 0.8715 7.1620 -0.1 0.0 0.0 -0.274
N 1.7562 0.6935 8.2901 0.0 0.0 0.1 0.130
H 1.9675 0.1123 5.2073 0.0 0.0 0.0 0.054
H 1.1217 1.6485 5.3665 0.0 0.0 0.0 0.085
H 2.8860 1.5996 5.4640 0.0 0.0 0.1 0.086
C -3.5408 -3.2192 11.4580 0.0 -0.1 0.2 -0.072
C -3.9659 -2.5254 10.2528 0.0 0.1 0.0 -0.269
N -4.2975 -1.9742 9.3021 0.0 0.0 0.0 0.135
H -4.2307 -4.0318 11.6800 0.0 0.0 0.0 0.082
H -2.5407 -3.6262 11.3224 0.0 0.0 0.0 0.085
H -3.5162 -2.5285 12.2984 0.0 0.0 0.0 0.080
C 0.0571 7.8164 -5.6522 0.0 0.0 0.1 -0.073
C 0.4815 8.3041 -6.9555 0.2 -0.1 0.0 -0.278
N 0.8595 8.6626 -7.9777 -0.2 0.1 0.0 0.144
H -0.6754 8.4919 -5.2138 0.0 0.0 0.0 0.079
H -0.3839 6.8261 -5.7514 0.0 0.0 0.0 0.076
H 0.9228 7.7400 -4.9970 0.0 0.0 0.0 0.068
C -2.0266 1.1310 9.5249 0.0 0.1 -0.1 -0.069
C -1.5914 0.2070 10.5609 0.0 -0.1 0.0 -0.285
N -1.2735 -0.5436 11.3682 0.0 -0.1 0.1 0.133
H -1.8916 2.1586 9.8567 0.0 0.0 0.0 0.082
H -1.4376 0.9807 8.6224 0.0 0.0 0.0 0.068
H -3.0778 0.9561 9.3000 0.0 0.0 0.0 0.075
C 5.7494 5.8837 -5.3733 0.1 0.0 0.0 -0.056
C 4.3986 6.2660 -5.7522 -0.1 -0.1 0.0 -0.257
N 3.3246 6.5325 -6.0538 0.0 0.1 0.0 0.165
H 6.0860 6.4822 -4.5289 0.0 0.0 0.0 0.083
H 5.7638 4.8321 -5.0912 0.0 0.0 0.0 0.084
H 6.4271 6.0363 -6.2116 0.0 0.0 0.0 0.085
C 3.1600 -2.6640 8.6491 0.0 0.1 0.1 -0.066
C 2.8808 -3.6492 7.6133 0.0 0.0 0.0 -0.271
N 2.6478 -4.4158 6.7919 0.1 -0.1 0.0 0.141
H 4.1997 -2.3439 8.6072 0.0 -0.1 -0.1 0.084
H 2.5273 -1.7873 8.5220 0.0 0.0 0.0 0.045
H 2.9678 -3.0854 9.6344 0.0 0.0 0.0 0.084
C 2.5680 -0.8254 -10.3633 0.1 0.0 0.0 -0.067
C 1.3836 -0.1629 -9.8347 0.0 0.0 0.0 -0.283
N 0.4510 0.3596 -9.4199 -0.1 0.1 0.1 0.137
H 3.3616 -0.8238 -9.6181 0.0 0.0 0.0 0.083
H 2.3345 -1.8558 -10.6245 0.0 0.0 0.0 0.082
H 2.9202 -0.3063 -11.2528 0.0 0.0 0.0 0.084

---

No. 2
108
Properties=species:S:1:pos:R:3:forces:R:3:lowdin_charge:R:1 method="wB97M-V/def2-TZVPD" smiles="CC(=O)OCCCCCCCC[C@](C#N)(CCCO)[C@@](C#N)(CC(=O)I)P(=O)(O)O.O=C1CCCO1.O=C1CCCO1.O=C1CCCO1.O=C1CCCO1" lumo_ha=0.00347 energy_ev=-88255.5362 orbital_gap_ev=10.0
C 2.3825 -3.7046 1.8773 1.0 0.1 0.6 0.023
C 3.0372 -3.0902 0.6818 -0.1 -0.8 0.5 -0.540
O 3.2886 -3.7820 -0.2592 0.1 0.1 -1.1 0.114
O 3.3503 -1.7764 0.7597 -0.8 0.3 0.0 -0.009
C 3.0596 -1.0664 -0.4703 0.3 0.1 0.0 -0.161
C 3.5517 0.3671 -0.3950 -0.3 0.1 -0.4 -0.148
C 2.4380 1.3668 -0.7444 1.0 -0.1 0.5 -0.196
C 2.7283 2.8098 -0.3119 -0.2 0.1 0.0 -0.178
C 1.6836 3.3929 0.6399 0.1 -0.5 -0.3 -0.189
C 0.2548 3.2997 0.0858 -0.2 -0.2 0.9 -0.156
C -0.7558 2.6802 1.0839 0.9 0.6 0.0 -0.180
C -1.2031 1.3260 0.6252 -0.3 0.0 0.0 -0.138
C -2.1138 0.5601 1.6023 -0.3 0.7 -0.6 -0.364
C -2.2969 -0.7489 1.0086 -0.2 -2.1 -0.7 -0.198
N -2.4700 -1.7796 0.5073 0.3 1.2 0.5 0.238
C -3.5003 1.2767 1.6143 -0.1 -0.5 -0.1 -0.124
C -4.5731 0.6689 0.7266 -0.6 1.1 0.5 -0.164
C -5.7789 1.6274 0.7016 0.3 -0.9 -0.8 -0.252
O -5.6729 2.5728 -0.3489 0.2 0.5 0.5 -0.054
C -1.5835 0.3894 3.0442 -0.2 -0.9 0.6 -0.347
C -1.7504 1.6118 3.7913 -0.5 2.6 0.5 -0.265
N -1.9861 2.6359 4.2846 0.5 -1.5 -0.5 0.231
C -2.4688 -0.7028 3.7296 -0.5 0.1 0.6 -0.154
C -2.3996 -0.7036 5.2503 1.9 -1.3 1.2 -0.793
O -1.5465 -1.3293 5.8367 -1.6 1.1 -0.8 -0.002
I -3.8459 0.3949 6.4204 0.0 -0.2 -0.4 0.826
P 0.1332 -0.2524 3.2403 0.7 -0.5 0.7 0.482
O 0.1983 -1.6980 3.1117 -0.4 -0.9 -0.6 -0.212
O 0.5110 0.2476 4.6903 0.0 0.7 -0.2 -0.076
O 1.1806 0.4659 2.2911 -0.3 0.3 0.0 -0.082
H 2.9136 -4.6291 2.0503 0.1 -0.4 0.0 0.089
H 1.3590 -3.9793 1.6875 -0.4 0.3 -0.1 0.070
H 2.4984 -3.1140 2.7703 -0.4 0.4 0.2 0.073
H 3.4849 -1.5952 -1.3084 0.2 -0.2 -0.1 0.118
H 1.9814 -1.0789 -0.6100 -0.3 -0.1 0.0 0.124
H 4.3112 0.4666 -1.1589 0.5 0.2 0.0 0.114
H 4.0101 0.5709 0.5642 0.0 0.0 0.3 0.116
H 2.3348 1.3445 -1.8118 -0.4 -0.1 -0.2 0.067
H 1.5152 1.0021 -0.3108 -0.3 0.1 0.1 0.074
H 3.6959 2.8727 0.1745 0.3 0.0 0.1 0.105
H 2.7866 3.4258 -1.2008 0.0 0.3 -0.2 0.108
H 1.9060 4.4231 0.8808 0.2 0.3 0.0 0.106
H 1.7771 2.8479 1.5711 -0.2 -0.2 0.3 0.089
H 0.2432 2.6788 -0.7964 0.0 0.2 -0.6 0.092
H -0.0805 4.3000 -0.1378 -0.1 0.2 -0.5 0.108
H -1.5827 3.3572 1.2275 -0.4 0.1 0.0 0.110
H -0.2520 2.6332 2.0393 0.0 -0.1 0.3 0.086
H -1.7866 1.4547 -0.2799 -0.2 0.0 -0.3 0.141
H -0.3646 0.7200 0.3223 0.4 -0.2 0.1 0.098
H -3.3759 2.2964 1.2910 0.3 0.4 0.0 0.119
H -3.9027 1.3263 2.6173 0.0 0.0 0.3 0.112
H -4.2489 0.5745 -0.2989 0.2 -0.4 -0.3 0.119
H -4.9442 -0.2659 1.1160 0.2 -0.6 0.0 0.111
H -5.8756 2.1324 1.6496 -0.1 0.4 0.2 0.118
H -6.6595 1.0189 0.5344 -0.4 -0.1 0.2 0.113
H -6.0036 2.1554 -1.1410 -0.1 -0.1 -0.3 0.081
H -3.5044 -0.6109 3.4292 -0.2 0.3 -0.1 0.112
H -2.1325 -1.6801 3.4276 0.3 -0.3 -0.2 0.111
H 1.4133 0.5887 4.7097 0.2 0.1 0.4 0.109
H 1.4999 -0.2195 1.6859 0.4 0.0 -0.2 0.077
O 3.0319 0.0058 7.5373 0.2 0.1 0.0 0.116
C 2.4260 -0.7628 8.2244 -0.2 -0.1 -0.3 -0.488
C 0.9732 -1.1694 8.0882 -0.1 0.0 0.5 -0.084
C 0.6838 -1.8279 9.4352 0.0 0.0 -0.1 -0.149
C 2.0571 -2.3632 9.8204 -0.1 -0.1 0.1 -0.155
O 2.9988 -1.4355 9.2510 0.0 0.0 0.1 0.026
H 0.8866 -1.8722 7.2587 0.0 0.1 -0.1 0.129
H 0.3481 -0.3016 7.9029 0.0 0.0 -0.3 0.122
H -0.0838 -2.5980 9.3998 0.1 0.0 0.0 0.116
H 0.3667 -1.0710 10.1539 0.0 0.0 0.0 0.118
H 2.2507 -3.3518 9.3986 0.0 0.0 0.0 0.126
H 2.2093 -2.4047 10.8960 0.2 0.1 0.0 0.122
O 1.1068 1.8579 -3.4562 -0.2 0.0 -0.1 0.106
C 1.4747 1.0769 -4.2879 0.0 0.3 -0.2 -0.473
C 1.1644 1.0844 -5.7699 0.0 -0.5 0.0 -0.073
C 1.5571 -0.3293 -6.1977 -0.1 0.1 0.0 -0.140
C 2.6545 -0.6654 -5.1978 0.0 -0.1 -0.2 -0.139
O 2.2939 0.0430 -3.9925 0.0 -0.1 0.0 0.017
H 1.7803 1.8431 -6.2534 -0.1 0.1 0.0 0.126
H 0.1130 1.2931 -5.9423 0.0 0.2 0.0 0.126
H 1.8804 -0.4064 -7.2331 0.1 0.0 0.0 0.120
H 0.7115 -1.0037 -6.0591 0.0 0.0 0.0 0.122
H 3.6354 -0.3126 -5.5216 0.0 0.0 0.0 0.128
H 2.7174 -1.7278 -4.9778 0.0 0.0 0.2 0.127
O 0.4301 1.5129 -10.1614 0.2 -0.1 0.0 0.128
C 0.1947 2.5721 -9.6664 -0.3 -0.1 -0.1 -0.489
C -0.8121 3.6084 -10.1292 0.3 0.4 0.2 -0.072
C -0.3753 4.8591 -9.3669 -0.1 -0.1 -0.1 -0.153
C 0.2500 4.2603 -8.1137 0.0 0.1 0.0 -0.156
O 0.8101 3.0024 -8.5356 0.0 0.1 0.0 0.002
H -1.8091 3.2766 -9.8373 0.0 -0.1 -0.1 0.132
H -0.7636 3.7331 -11.2063 -0.1 -0.2 0.0 0.125
H -1.1826 5.5554 -9.1510 0.0 0.0 0.1 0.116
H 0.3839 5.3921 -9.9402 0.0 0.0 0.0 0.118
H -0.4884 4.0649 -7.3330 0.0 0.0 0.0 0.126
H 1.0426 4.8791 -7.7009 0.1 -0.1 0.0 0.125
O -0.6293 -5.2719 -3.4957 -0.1 -0.1 -0.2 0.120
C -0.9617 -5.2722 -2.3488 0.1 0.3 0.1 -0.487
C -0.2420 -4.6367 -1.1756 0.1 -0.4 0.3 -0.080
C -0.9077 -5.2908 0.0271 0.0 0.1 0.1 -0.164
C -2.3002 -5.5896 -0.5117 0.0 0.1 0.1 -0.154
O -2.1137 -5.8452 -1.9179 0.0 -0.1 0.1 0.022
H -0.4205 -3.5614 -1.2019 0.0 0.1 -0.1 0.122
H 0.8247 -4.8439 -1.2124 0.0 0.2 -0.2 0.117
H -0.9142 -4.6612 0.9152 -0.1 0.0 0.0 0.102
H -0.3919 -6.2210 0.2713 0.0 0.0 0.0 0.119
H -2.9753 -4.7385 -0.4042 0.0 0.0 0.0 0.114
H -2.7554 -6.4619 -0.0492 0.0 -0.1 -0.2 0.121